{
  "formula": "C37H53KN11O5PSe2",
  "method": "ωB97M-V with the def2-TZVPD basis set",
  "species": ["K", "N", "N", "C", "N", "N", "N", "O", "O", "H", "H", "H", "H", "H", "C", "O", "C", "O", "H", "H", "H", "C", "O", "H", "H", "H", "H", "Se", "N", "C", "C", "C", "C", "N", "C", "N", "H", "H", "H", "N", "C", "C", "C", "C", "C", "C", "H", "H", "H", "H", "H", "H", "H", "C", "C", "C", "C", "P", "C", "C", "C", "C", "C", "C", "C", "C", "C", "C", "H", "H", "H", "H", "H", "H", "H", "H", "H", "H", "H", "H", "H", "H", "H", "H", "H", "H", "H", "H", "H", "H", "H", "C", "N", "C", "Se", "N", "C", "C", "C", "C", "C", "C", "H", "H", "H", "H", "H", "H", "H", "H"],
  "positions_angstrom": [[0.1839, -0.0491, 0.1519], [3.5289, 1.4282, -0.1735], [3.3147, 2.7523, 0.1914], [2.1345, 3.1421, 0.6963], [2.0188, 4.4257, 1.0561], [1.2267, 2.1746, 0.8651], [-0.0068, 2.4428, 1.3057], [-0.4512, 3.6040, 1.3893], [-0.6707, 1.4682, 1.6283], [4.4273, 1.1102, 0.1555], [3.4430, 1.3205, -1.1784], [3.9666, 3.4685, -0.0850], [2.7757, 5.0737, 0.9298], [1.1086, 4.7345, 1.3543], [3.3943, -2.1726, -2.5561], [3.4638, -2.2206, -1.1071], [2.3197, -2.0053, -0.3832], [1.2470, -1.7538, -0.9712], [4.3595, -2.5133, -2.9219], [3.2010, -1.1531, -2.8983], [2.5947, -2.8108, -2.9310], [-1.1006, -4.3389, -0.4288], [-1.2431, -3.1359, -1.1700], [-0.8620, -4.1463, 0.6200], [-0.3213, -4.9836, -0.8462], [-2.0515, -4.8706, -0.4802], [-0.3817, -2.6767, -1.1785], [-1.6571, 3.7032, -1.2493], [-3.3215, 3.3760, -0.8597], [-3.4227, 2.0562, -0.7459], [-4.6117, 1.3419, -0.4584], [-4.5290, -0.0166, -0.4108], [-3.2846, -0.6680, -0.6397], [-2.1631, -0.0542, -0.9126], [-2.2153, 1.2942, -0.9625], [-1.1281, 2.0259, -1.2371], [-5.5351, 1.8790, -0.2872], [-5.4069, -0.6115, -0.1966], [-3.2119, -1.7532, -0.6053], [1.8814, 1.9945, -2.6663], [1.4947, 3.1146, -3.3960], [1.3507, 3.0450, -4.7868], [1.0062, 4.1726, -5.5193], [0.8043, 5.3946, -4.8902], [0.9477, 5.4724, -3.5115], [1.2924, 4.3500, -2.7721], [1.4491, 1.9028, -1.7526], [1.7699, 1.1162, -3.1742], [1.5145, 2.0942, -5.2865], [0.8895, 4.0921, -6.5931], [0.5477, 6.2761, -5.4636], [0.7896, 6.4152, -2.9995], [1.4053, 4.4252, -1.6954], [1.5468, -4.0511, 2.2219], [2.1851, -3.1159, 3.2570], [3.6497, -2.8840, 2.8627], [2.0901, -3.8036, 4.6187], [1.2633, -1.4770, 3.0147], [-0.3652, -1.9006, 3.7856], [-1.4500, -1.9578, 2.9043], [-2.7247, -2.2939, 3.3447], [-2.9418, -2.5746, 4.6839], [-1.8812, -2.5082, 5.5785], [-0.6087, -2.1775, 5.1330], [2.0124, -0.1862, 4.2032], [3.0914, 0.5229, 3.3653], [0.8951, 0.8167, 4.5140], [2.6463, -0.6409, 5.5175], [2.0869, -5.0042, 2.1993], [1.6026, -3.6004, 1.2293], [0.5020, -4.2551, 2.4770], [4.1458, -3.8485, 2.7087], [4.2007, -2.3450, 3.6396], [3.6976, -2.3273, 1.9227], [2.7003, -4.7128, 4.5862], [1.0643, -4.1009, 4.8377], [2.4587, -3.1880, 5.4402], [-1.2967, -1.7235, 1.8532], [-3.5479, -2.3337, 2.6400], [-3.9316, -2.8451, 5.0325], [-2.0459, -2.7213, 6.6280], [0.1980, -2.1389, 5.8511], [2.6898, 0.8124, 2.3933], [3.9516, -0.1275, 3.1915], [3.4398, 1.4232, 3.8878], [0.3173, 1.0552, 3.6218], [1.3256, 1.7451, 4.9077], [0.2002, 0.4224, 5.2563], [3.4527, -1.3562, 5.3581], [1.9185, -1.0791, 6.2015], [3.0775, 0.2324, 6.0233], [-2.4635, -2.2373, -4.0138], [-2.2943, -0.8036, -4.1313], [-1.0952, -0.1535, -4.1542], [0.5664, -0.8775, -4.0880], [-1.3833, 1.1755, -4.2507], [-2.7525, 1.3879, -4.2338], [-3.5206, 2.5383, -4.2778], [-4.9020, 2.3807, -4.2395], [-5.4855, 1.1170, -4.1722], [-4.7098, -0.0375, -4.1395], [-3.3343, 0.1218, -4.1670], [-1.5785, -2.6615, -3.5535], [-2.6258, -2.6869, -4.9948], [-3.3143, -2.4469, -3.3664], [-0.6751, 1.8905, -4.2460], [-3.0635, 3.5194, -4.3315], [-5.5354, 3.2591, -4.2617], [-6.5647, 1.0312, -4.1422], [-5.1602, -1.0213, -4.0899]],
  "forces_ev_per_angstrom": [[0.8126, -1.4003, -0.6012], [-0.0491, -0.0460, -0.1158], [-0.0143, -0.0630, -0.0743], [-0.1498, -0.0828, 0.4754], [-0.1364, -0.0517, -0.1544], [0.3501, 0.1572, -0.2703], [-0.0153, 1.2081, 1.1062], [0.2539, -0.4647, 0.0673], [-0.6264, 1.4654, 0.8589], [0.0018, -0.0964, 0.1537], [0.0571, 0.0361, -0.0861], [0.0775, 0.0741, -0.0634], [0.0162, -0.0362, 0.0345], [-0.1152, 0.0669, 0.0215], [-0.1321, 0.0178, 0.3485], [-0.2481, 0.1289, -1.1168], [-0.1354, 0.0768, 1.5630], [1.2847, -1.2525, -1.5245], [0.0135, 0.0027, -0.0177], [0.0463, -0.0051, -0.0144], [0.0033, -0.0285, 0.0029], [0.0403, 0.1106, -0.1111], [-0.0328, -0.0172, 0.1261], [-0.0165, 0.0025, 0.0127], [0.0003, 0.0146, 0.0054], [0.0042, -0.0006, 0.0096], [0.0917, -0.0188, -0.0093], [0.2160, 0.2797, -0.4250], [-0.3820, -0.3027, 0.1171], [0.1148, -0.0005, -0.0787], [-0.1302, -0.3071, 0.0433], [-0.2581, 0.3567, 0.0621], [0.3658, -0.1072, -0.1503], [-0.5488, -0.3995, -0.0306], [-0.0897, 1.0056, -0.3055], [-0.3818, -0.1857, -0.1394], [-0.0006, -0.0172, -0.0197], [0.0418, -0.0389, -0.0048], [-0.0174, 0.0494, 0.0101], [0.1902, -0.1250, 0.0762], [0.0485, 0.0334, 0.0682], [0.0156, -0.0715, -0.0944], [0.0006, 0.0054, 0.0804], [-0.0227, 0.0577, -0.0071], [0.0056, -0.0631, 0.0522], [-0.1032, -0.0156, 0.0172], [-0.1386, 0.1736, -0.1701], [-0.1175, 0.0454, 0.0311], [-0.0073, 0.0444, 0.0433], [0.0335, -0.0072, 0.0133], [-0.0171, -0.0443, 0.0060], [0.0156, -0.0224, -0.0382], [0.0323, 0.0005, 0.0135], [-0.0590, 0.0341, -0.0359], [-0.0099, 0.0477, -0.1879], [-0.0124, 0.0826, 0.0032], [0.0755, 0.1150, 0.0376], [-0.0404, -0.2142, 0.7334], [-0.0294, 0.0544, -0.0988], [0.0391, 0.0588, 0.0933], [0.0092, -0.0089, -0.0615], [-0.0160, -0.0211, 0.0223], [0.0254, 0.0048, -0.0261], [-0.1413, 0.0344, -0.0165], [-0.0111, -0.0700, -0.1112], [-0.0310, 0.0023, 0.0282], [0.0661, 0.0037, 0.0062], [0.0245, 0.0575, 0.0172], [-0.0284, 0.0309, 0.0489], [0.0060, -0.0359, -0.0093], [0.0477, -0.0307, 0.0049], [-0.0327, 0.0307, 0.0397], [-0.0238, -0.0549, -0.0614], [0.0299, -0.0703, 0.0010], [-0.0292, 0.0145, 0.0012], [0.0330, -0.0329, 0.0206], [-0.0313, -0.0991, -0.0427], [-0.0192, -0.1201, 0.0759], [0.0325, -0.0036, 0.0152], [0.0305, 0.0299, -0.0097], [0.0102, 0.0067, -0.0159], [0.0123, -0.0051, -0.0218], [0.0479, 0.0068, -0.0168], [-0.0313, 0.0430, -0.0143], [-0.0048, -0.0711, 0.0161], [-0.0191, 0.0448, 0.0121], [-0.0001, -0.0541, -0.0004], [0.0018, 0.0182, -0.0117], [-0.0214, 0.0530, 0.0356], [0.0468, -0.0062, -0.0220], [-0.0346, -0.0310, -0.0288], [-0.0350, -0.0060, -0.0623], [0.0033, 0.2058, 0.1349], [-0.2132, 0.1670, -0.2402], [-0.0978, -0.1423, -0.1743], [-0.2930, -0.0785, 0.0972], [0.1195, 0.0015, -0.0378], [0.0151, 0.0295, 0.0253], [0.0284, 0.0595, 0.0203], [0.0072, -0.0712, 0.0206], [0.0164, -0.0336, 0.0268], [0.0565, -0.1488, 0.0110], [0.0719, -0.0003, 0.0358], [-0.0097, 0.0146, 0.0076], [-0.0012, 0.0357, -0.0087], [0.1291, 0.0127, -0.0215], [-0.0265, -0.0433, -0.0193], [0.0318, -0.0422, -0.0010], [0.0390, -0.0015, -0.0171], [-0.0010, 0.0552, -0.0138]],
  "lumo_ev": -1.337,
  "relative_energy_ev": 3.8659,
  "e_tot_ev": -222160.384,
  "largest_force_ev_per_a": 2.35
}